Here is a molecular structure, C9H19F6IN3O5PS2Si in a non-equilibrium geometry from the Open Molecules 2025 dataset. Energies are from the ωB97M-V functional and the def2-TZVPD basis.

```
47
Properties=species:S:1:pos:R:3:forces:R:3
C -2.736 -2.758 2.252 0.2 -0.3 -0.1
Si -1.539 -3.971 1.469 -0.3 -0.9 0.1
C -0.640 -5.015 2.758 -0.2 0.9 -0.6
C -2.535 -5.175 0.418 0.3 0.9 0.2
C -0.240 -3.135 0.306 -0.4 -0.1 -0.2
N -0.450 -3.559 -1.113 0.4 0.1 0.1
C -0.866 -2.490 -1.994 -0.4 0.1 0.0
C 0.110 -1.314 -2.063 0.2 -0.5 -0.1
N 0.717 -1.145 -0.698 -0.2 -0.3 -0.2
C -0.200 -1.624 0.411 0.8 0.5 0.0
P 0.486 -1.056 2.049 -0.5 -0.2 0.6
O 2.051 -1.491 1.743 0.2 0.6 -0.2
I 0.412 1.342 1.639 0.2 -0.3 -0.1
H -3.399 -3.323 2.903 -0.1 -0.2 0.1
H -2.264 -2.015 2.884 0.1 0.3 0.0
H -3.373 -2.299 1.499 0.0 0.3 -0.1
H -1.407 -5.511 3.340 0.0 -0.2 0.3
H -0.012 -4.400 3.394 0.1 -0.1 0.3
H -0.034 -5.751 2.240 0.1 -0.2 0.0
H -3.278 -5.634 1.062 -0.1 -0.2 0.0
H -3.041 -4.603 -0.356 -0.2 -0.1 -0.2
H -1.910 -5.916 -0.063 0.1 -0.2 0.0
H 0.744 -3.496 0.612 0.1 -0.1 0.1
H 0.374 -4.021 -1.476 0.0 -0.1 0.0
H -1.027 -2.885 -2.989 0.1 -0.1 -0.2
H -1.836 -2.122 -1.670 -0.2 0.0 0.1
H -0.350 -0.396 -2.399 -0.1 0.3 0.1
H 0.929 -1.554 -2.730 0.2 0.1 -0.2
H 1.070 -0.197 -0.527 -0.2 0.2 0.0
H 1.519 -1.775 -0.655 0.2 0.2 0.2
H -1.158 -1.130 0.293 -0.2 0.0 -0.1
H 2.647 -0.761 1.984 0.1 -0.4 0.0
C 0.878 4.902 1.290 -0.5 0.3 0.0
F 1.302 4.086 2.279 0.0 0.3 0.1
F -0.230 4.331 0.763 0.2 0.0 0.1
F 0.517 6.068 1.822 0.2 -0.3 0.0
S 2.211 5.042 0.038 -0.1 0.1 0.1
O 2.393 3.676 -0.389 -0.1 -0.1 -0.1
O 3.306 5.645 0.738 -0.1 0.1 -0.1
N 1.414 5.970 -0.956 0.7 -0.4 0.0
S 2.124 6.407 -2.311 0.2 0.2 -0.4
O 2.307 5.351 -3.268 -0.2 -0.1 0.1
O 3.205 7.338 -2.162 -0.1 0.0 0.2
C 0.722 7.401 -2.963 -0.5 0.2 0.2
F 0.420 8.413 -2.137 0.1 -0.2 -0.2
F -0.379 6.644 -3.113 0.2 0.2 0.0
F 1.047 7.910 -4.155 0.0 -0.1 0.2
```
Positions in Å, forces in eV/Å.

The charge is 0. The value obtained for the calculated total energy is -3218.89557 a.u.

***

Here is a single C9H19N molecule in a non-equilibrium geometry from the Open Molecules 2025 dataset. Energies are from the ωB97M-V functional and the def2-TZVPD basis.

```
29
Properties=species:S:1:pos:R:3:forces:R:3
C -1.684 0.358 -0.836 0.1 0.3 0.1
C -0.329 0.021 -0.322 1.9 -3.5 -1.6
C 0.342 0.631 0.611 -1.8 3.9 2.3
N -0.347 1.867 1.270 1.2 -1.8 -1.2
C 0.627 2.848 1.683 0.1 0.0 0.0
C -1.233 1.501 2.355 0.2 -0.2 0.1
C 0.460 -1.292 -0.988 -1.4 1.5 0.4
C -0.536 -2.450 -1.031 0.1 0.0 0.0
C 1.698 -1.744 -0.217 -0.2 0.3 0.1
C 0.875 -0.892 -2.404 0.0 -0.1 0.1
H -2.444 -0.313 -0.436 0.0 0.0 0.0
H -1.714 0.291 -1.922 0.0 -0.1 -0.1
H -1.927 1.377 -0.539 -0.1 0.0 0.0
H 1.335 0.451 0.994 0.1 -0.3 -0.1
H 1.313 2.471 2.462 0.0 0.0 0.0
H 0.119 3.730 2.084 0.0 -0.1 0.0
H 1.212 3.162 0.819 0.1 0.0 0.0
H -0.683 1.102 3.225 -0.1 -0.1 0.0
H -1.793 2.378 2.692 0.0 0.0 -0.1
H -1.941 0.751 2.008 -0.1 0.0 0.1
H -1.406 -2.208 -1.637 -0.1 0.0 0.0
H -0.070 -3.336 -1.465 0.0 0.0 0.0
H -0.869 -2.707 -0.027 -0.1 0.0 0.1
H 2.485 -0.992 -0.248 0.1 0.1 0.1
H 2.105 -2.652 -0.666 -0.1 0.0 -0.1
H 1.455 -1.967 0.820 0.0 0.0 0.1
H 1.385 -1.719 -2.900 0.0 -0.1 0.0
H 0.012 -0.625 -3.011 -0.1 0.0 -0.1
H 1.555 -0.042 -2.376 0.0 0.1 0.0
```
Positions in Å, forces in eV/Å.

The charge is 0. The energy above the lowest of the compared OMol25 structures with the same formula, charge and spin is 18.2 kcal/mol. The value obtained for the calculated total energy is -409.02694 a.u. As for the SMILES: C/C(=C\N(C)C)C(C)(C)C.

***

no.,orbital gap (eV)
1,7.569
2,9.059